[1]
Entry from the OMol25 dataset: an isolated molecule of C5H9NO (ωB97M-V/def2-TZVPD).

Last column: Löwdin charge in e.
CARTESIAN COORDINATES (ANGSTROEM)
C: -1.859 0.608 1.249  -0.10
C: -1.334 -0.077 -0.010  -0.30
N: -0.653 0.864 -0.887  0.04
C: 0.606 0.866 -1.002  -0.17
C: 1.647 0.041 -0.265  -0.13
C: 1.757 -1.423 -0.640  -0.26
O: 0.904 -2.066 -1.199  0.06
H: -2.338 1.561 1.003  0.07
H: -2.599 -0.032 1.743  0.07
H: -1.055 0.806 1.967  0.07
H: -0.721 -0.948 0.254  0.09
H: -2.184 -0.456 -0.588  0.11
H: 1.021 1.589 -1.712  0.11
H: 1.461 0.068 0.820  0.12
H: 2.635 0.495 -0.406  0.11
H: 2.712 -1.897 -0.326  0.12

Computed properties:
- HOMO energy (Ha) = -0.34778
- LUMO (eV) = 0.740
- frontier orbital gap (eV) = 10.203
- net charge = 0

---

[2]
Entry from the OMol25 dataset: a cluster of 9 separate species, C11H22Cl16O3 in total at a distorted geometry (ωB97M-V/def2-TZVPD).

Last column: Löwdin charge in e.
CARTESIAN COORDINATES (ANGSTROEM)
C: 1.997 -1.381 2.634  -0.15
O: 1.814 -0.270 1.779  -0.01
C: 0.750 -0.251 0.970  -0.57
O: 0.005 -1.197 0.798  0.06
O: 0.641 0.966 0.455  -0.02
C: -0.496 1.201 -0.377  -0.11
H: 1.056 -1.819 2.971  0.08
H: 2.519 -1.030 3.521  0.01
H: 2.578 -2.164 2.151  0.00
H: -0.198 1.959 -1.099  0.04
H: -1.338 1.599 0.185  0.05
H: -0.834 0.315 -0.913  0.06
Cl: 1.281 -0.440 5.126  0.60
C: 0.613 1.017 4.339  -0.93
Cl: -1.137 1.105 4.622  0.51
H: 1.082 1.893 4.771  0.03
H: 0.758 1.022 3.264  0.01
Cl: -4.464 1.024 2.965  0.48
C: -4.528 -0.380 1.864  -0.97
Cl: -3.679 0.049 0.348  0.55
H: -4.010 -1.220 2.305  -0.08
H: -5.560 -0.586 1.614  0.03
Cl: 3.009 -3.739 0.424  0.58
C: 3.724 -4.840 -0.753  -0.97
Cl: 2.621 -4.998 -2.151  0.52
H: 4.672 -4.486 -1.137  0.03
H: 3.818 -5.826 -0.317  0.02
Cl: 0.692 6.756 0.788  0.47
C: 1.032 5.254 1.711  -0.96
Cl: -0.220 4.016 1.382  0.54
H: 1.913 4.827 1.251  0.01
H: 1.131 5.553 2.743  0.03
Cl: -1.796 -4.217 -0.068  0.51
C: -1.942 -2.904 1.134  -1.01
Cl: -3.144 -3.303 2.365  0.58
H: -0.968 -2.797 1.595  0.00
H: -2.173 -1.983 0.612  -0.04
Cl: 1.600 4.214 -2.159  0.50
C: 1.889 2.695 -3.056  -1.02
Cl: 2.979 1.586 -2.230  0.53
H: 0.922 2.267 -3.291  -0.04
H: 2.356 2.994 -3.988  0.02
Cl: -1.398 1.919 -6.642  0.50
C: -2.473 1.881 -5.221  -0.97
Cl: -1.637 1.590 -3.662  0.53
H: -3.021 2.805 -5.101  0.03
H: -3.119 1.025 -5.358  0.02
Cl: -1.536 -2.116 -2.763  0.51
C: 0.181 -2.390 -2.524  -1.05
Cl: 1.194 -1.752 -3.847  0.49
H: 0.509 -1.981 -1.573  0.01
H: 0.336 -3.461 -2.459  -0.03

Computed properties:
- HOMO energy (Ha) = -0.38186
- LUMO (eV) = 0.437
- frontier orbital gap (eV) = 10.828
- net charge = 0

---

[3]
Entry from the OMol25 dataset: a structure of composition C18H29N2O2P2STl at a distorted geometry (ωB97M-V/def2-TZVPD).

Last column: Löwdin charge in e.
CARTESIAN COORDINATES (ANGSTROEM)
C: -1.056 3.220 -2.674  -0.03
C: -1.115 2.130 -1.747  -0.36
N: 0.075 1.712 -1.162  -0.06
C: 1.248 2.353 -1.412  -0.32
C: 1.336 3.397 -2.332  -0.05
C: 0.152 3.825 -2.972  -0.06
C: -2.317 1.429 -1.452  -0.31
P: -2.294 0.270 -0.103  0.77
Tl: 0.000 0.000 0.176  0.45
P: 2.292 0.259 0.163  0.82
C: 2.449 1.965 -0.568  -0.23
C: -0.064 -1.504 1.604  -0.55
C: -0.463 -1.241 2.939  -0.57
C: -0.491 -2.242 3.922  -0.02
C: -0.116 -3.557 3.611  -0.09
C: 0.287 -3.851 2.300  -0.12
C: 0.311 -2.843 1.323  -0.10
O: -1.549 -0.442 -3.570  -0.10
O: 1.136 -0.774 -3.384  -0.11
H: -1.985 3.556 -3.143  0.11
H: 2.296 3.885 -2.521  0.11
H: 0.187 4.651 -3.691  0.11
C: -3.253 0.905 1.343  -0.22
C: -3.266 -1.217 -0.602  -0.22
H: 3.391 2.090 -1.130  0.11
H: 2.493 2.655 0.298  0.11
H: -1.859 0.198 -2.851  0.01
H: -3.262 1.855 -1.814  0.08
C: 3.224 0.325 1.745  -0.22
C: 3.293 -0.822 -0.932  -0.22
H: -0.757 -0.222 3.218  -0.14
H: -0.808 -1.990 4.942  0.11
H: -0.138 -4.341 4.376  0.10
H: 0.584 -4.873 2.033  0.10
H: 0.635 -3.113 0.309  0.09
H: -0.193 -1.120 -0.613  -0.03
H: 1.114 -1.732 -3.556  0.06
H: 0.176 -0.524 -3.505  0.00
H: -1.873 -0.030 -4.391  0.07
H: 0.243 -0.645 -1.131  0.03
H: -4.300 1.113 1.059  0.05
H: -3.230 0.155 2.152  0.05
H: -2.775 1.832 1.695  0.05
H: -4.328 -0.958 -0.762  0.05
H: -2.843 -1.602 -1.545  0.04
H: -3.189 -1.988 0.183  0.05
H: 4.344 -0.487 -0.984  0.06
H: 3.253 -1.854 -0.543  0.06
H: 2.822 -0.790 -1.930  0.02
H: 4.279 0.612 1.594  0.06
H: 2.728 1.043 2.417  0.05
H: 3.173 -0.673 2.212  0.07
S: 0.000 0.000 2.176  0.66
C: 0.000 0.000 3.986  -0.48
N: 0.000 0.000 5.247  0.10

Computed properties:
- HOMO energy (alpha / beta) (Ha) = -0.16936 / -0.18890
- LUMO (alpha / beta) (eV) = 0.094 / 0.091
- frontier orbital gap (alpha / beta) (eV) = 4.703 / 5.231
- net charge = 0

---

[4]
Entry from the OMol25 dataset: the ion C14H16N with charge +1 at a distorted geometry (ωB97M-V/def2-TZVPD).

Last column: Löwdin charge in e.
CARTESIAN COORDINATES (ANGSTROEM)
C: 1.958 0.809 0.516  0.00
C: 2.533 1.679 -0.291  -0.19
C: 2.612 1.469 -1.759  -0.17
C: 1.324 1.747 -2.609  -0.17
C: 0.226 1.107 -2.017  0.01
C: -0.646 0.663 -1.337  0.09
C: -1.507 0.026 -0.391  -0.13
N: -2.640 0.508 0.017  0.12
C: -3.563 -0.198 0.918  0.00
C: -0.951 -1.212 0.283  -0.20
C: -0.464 -2.233 -0.524  0.00
C: 0.169 -3.329 0.124  -0.02
C: 0.439 -3.297 1.480  -0.07
C: -0.044 -2.284 2.168  -0.12
C: -0.858 -1.295 1.709  -0.03
H: 1.691 -0.245 0.181  0.09
H: 1.842 1.129 1.543  0.06
H: 2.968 2.580 0.102  0.10
H: 2.687 0.375 -1.995  0.14
H: 3.366 2.229 -2.049  0.13
H: 1.468 1.575 -3.653  0.12
H: 1.141 2.832 -2.634  0.14
H: -3.100 1.178 -0.546  0.16
H: -3.695 0.405 1.776  0.09
H: -4.488 -0.381 0.524  0.07
H: -3.180 -1.162 1.323  0.11
H: -0.627 -2.155 -1.646  0.15
H: 0.487 -4.135 -0.486  0.10
H: 1.025 -3.961 2.063  0.12
H: 0.113 -2.280 3.267  0.14
H: -1.322 -0.629 2.492  0.15

Computed properties:
- HOMO energy (Ha) = -0.46143
- LUMO (eV) = -4.597
- frontier orbital gap (eV) = 7.959
- net charge = +1

---

Table of energy above the lowest of the compared OMol25 structures with the same formula, charge and spin (kcal per mole), in record order: 42.0 0.0 713.7 99.0
Table of E (eV), in record order: -8867.3918 -218264.5269 -60284.9796 -16257.3878